No. 1
Computed, not measured: a 18-piece molecular cluster, C20H73F3N32O19 overall at a distorted geometry, with ωB97M-V/def2-TZVPD.

```
! RIJCOSX wB97M-V def2-TZVPD def2/J DEFGRID3
* xyz 0 1
O -7.5150 -1.5872 2.7599
H -7.7231 -2.5091 2.5917
H -6.5753 -1.4839 2.5929
H -7.9677 -1.1596 2.0293
C -1.0416 -0.5650 0.2098
O 0.3046 -0.2091 0.6631
O -1.9166 -0.2389 1.2308
C -1.4042 0.0219 -1.0992
F -2.7217 -0.3733 -1.4718
F -1.4656 1.3672 -1.2333
F -0.5970 -0.4376 -2.0391
C 1.5800 -0.8953 0.4464
C 2.5200 0.2311 0.3690
H 2.4165 0.8715 1.2450
H 3.5341 -0.1570 0.2738
H 2.2256 0.9546 -0.3912
H 1.6162 -1.6127 -0.3735
H 1.7620 -1.3988 1.3958
H -1.0229 -1.6436 0.0535
C 1.0008 5.0519 4.1504
O 1.5538 4.3280 5.0104
N 0.2988 4.6122 3.1625
N 1.0104 6.3601 4.1818
H 0.3105 3.6979 2.7335
H -0.2469 5.2684 2.6224
H 0.3499 6.8258 3.5761
H 1.4182 6.7697 5.0100
C 5.0794 2.3698 -6.0528
O 5.2108 1.2710 -6.4803
N 5.4676 2.7511 -4.8375
N 4.4985 3.3046 -6.8140
H 5.9749 2.0723 -4.2879
H 5.3548 3.7007 -4.5125
H 4.3297 4.2483 -6.4961
H 4.2303 3.0149 -7.7436
C -3.2142 2.7624 -8.2935
O -3.5470 3.1143 -9.3474
N -2.0391 2.2430 -8.1153
N -3.9669 2.6488 -7.2394
H -1.7055 1.7557 -7.2959
H -1.4569 2.4461 -8.9153
H -4.7287 3.2822 -7.4356
H -3.5709 2.4066 -6.3424
C -7.1287 -6.0240 -1.1139
O -7.7226 -5.5657 -0.1686
N -6.4247 -7.1030 -1.1276
N -7.1095 -5.3503 -2.2698
H -6.1657 -7.5483 -0.2588
H -5.8469 -7.3911 -1.9042
H -7.6330 -4.4895 -2.3414
H -6.8112 -5.8327 -3.1054
C 1.5005 7.9411 -4.2470
O 1.8281 7.5723 -5.3522
N 1.5015 7.1555 -3.2414
N 1.2361 9.1641 -3.9466
H 1.3298 7.4430 -2.2885
H 1.8588 6.2298 -3.4298
H 1.2832 9.5913 -3.0327
H 1.2175 9.9093 -4.6282
C 4.0344 -5.4052 4.9553
O 4.7866 -4.6095 4.4870
N 4.2853 -6.6844 5.0381
N 2.9121 -4.9969 5.4337
H 5.0757 -7.0665 4.5388
H 3.7376 -7.3629 5.5478
H 2.9867 -4.0290 5.1550
H 2.1788 -5.2525 6.0796
C -7.9626 -1.8624 -7.6565
O -8.6914 -2.8295 -7.5610
N -8.2513 -0.7339 -8.2671
N -6.8236 -1.7235 -7.2170
H -9.1151 -0.6461 -8.7832
H -7.5222 -0.0386 -8.3384
H -6.5369 -2.4272 -6.5516
H -6.2453 -0.9176 -7.4071
C 5.5586 7.7269 0.2598
O 6.3606 7.9113 -0.6463
N 4.9273 8.7037 0.8728
N 5.1809 6.5143 0.5424
H 4.9001 9.5935 0.3956
H 4.3181 8.4072 1.6218
H 5.7055 5.7222 0.1998
H 4.3944 6.3615 1.1573
C 7.1261 -3.7770 -1.6668
O 6.0365 -4.3737 -1.4306
N 7.6302 -3.5479 -2.7785
N 7.8204 -3.3289 -0.6907
H 7.1246 -3.9239 -3.5678
H 8.6337 -3.4632 -2.8552
H 7.3340 -3.4201 0.1898
H 8.6037 -2.7228 -0.8883
C -1.7177 -1.4383 7.3411
O -1.4885 -2.3608 8.0703
N -1.0946 -0.3246 7.2831
N -2.6694 -1.5202 6.4829
H -0.5339 0.0169 8.0507
H -1.2168 0.2938 6.4940
H -2.5651 -1.0190 5.6123
H -3.0641 -2.4498 6.4686
C 10.3704 1.5003 1.0410
O 9.6828 2.1012 0.3080
N 10.0946 1.4676 2.3292
N 11.5813 1.0903 0.7978
H 10.8045 1.0350 2.9028
H 9.4144 1.8578 2.9658
H 11.8119 1.1253 -0.1849
H 12.1048 0.6043 1.5119
C -10.0665 0.1096 -2.6381
O -9.6875 -0.0042 -1.5136
N -11.1549 -0.4214 -3.1847
N -9.3558 0.8633 -3.3786
H -11.6452 -1.0461 -2.5607
H -11.4137 -0.3027 -4.1537
H -8.5660 1.3168 -2.9420
H -9.5462 0.8344 -4.3701
C 0.6217 -7.0853 -2.4652
O -0.4340 -7.6354 -2.6880
N 0.9398 -5.8391 -2.8514
N 1.5978 -7.6809 -1.7336
H 0.2042 -5.2868 -3.2686
H 1.8079 -5.4855 -2.4753
H 2.5282 -7.2892 -1.6987
H 1.2965 -8.3977 -1.0891
C -3.1024 -6.8693 3.6341
O -4.1845 -6.4741 4.0551
N -2.0661 -6.0712 3.2224
N -2.7742 -8.1305 3.4364
H -1.1297 -6.4028 3.0397
H -2.3259 -5.0980 3.1487
H -3.3447 -8.8865 3.7873
H -1.7868 -8.2514 3.2616
C -5.5539 4.5353 3.6326
O -6.2438 5.3774 4.0821
N -4.8993 3.6545 4.3659
N -5.5432 4.2297 2.3645
H -4.2345 3.1821 3.7701
H -5.2270 3.5430 5.3147
H -5.8590 4.7944 1.5890
H -4.9628 3.4137 2.2332
C 5.4014 0.8757 8.0579
O 6.4060 0.4500 8.6318
N 4.6235 1.6528 8.7046
N 4.9310 0.4676 6.9395
H 4.8639 2.0546 9.5996
H 3.8329 1.9652 8.1592
H 5.5103 -0.3103 6.6576
H 3.9902 0.6885 6.6459
*
```

**Frontier orbital gap**: 0.1338 Eh
**Maximum force**: 10.392 eV Å⁻¹
**Relative energy (zero: lowest compared OMol25 entry of this formula, charge and spin)**: 8.025 eV
**LUMO energy**: -2.6 eV

***

No. 2
Computed, not measured: C15H23Cl2PPd as an isolated structure at a distorted geometry, with ωB97M-V/def2-TZVPD.

```
! RIJCOSX wB97M-V def2-TZVPD def2/J DEFGRID3
* xyz 0 5
Pd -0.0538 -0.2115 -0.6642
Cl 0.9973 1.1986 -2.2448
Cl -1.3522 -1.6442 0.6382
C -1.2114 -1.9114 -2.8820
H -2.1301 -1.8672 -2.3088
H -1.2067 -1.6971 -3.9466
C 1.5802 -0.9653 0.2244
C -0.0783 -2.3627 -2.2990
H 1.9061 -0.3686 1.0907
C 1.1380 -2.5075 -3.1677
H -0.0609 -2.7786 -1.2864
C 2.3548 -3.0899 -2.4427
H 0.9109 -3.1873 -4.0057
H 1.3532 -1.5183 -3.6096
C 2.9797 -2.1011 -1.4726
H 2.0757 -4.0239 -1.9182
H 3.1366 -3.3255 -3.1720
C 2.3019 -2.2001 -0.0564
H 4.0581 -2.3061 -1.3589
H 2.8503 -1.0503 -1.8017
H 1.5291 -2.9539 0.1099
H 3.1062 -2.3773 0.6868
C -0.9145 3.5198 -0.1580
P -0.3157 1.8632 0.4005
C 1.3867 2.3051 0.9065
C -1.4309 1.6272 1.8268
C -1.1710 2.0988 3.1139
C -2.1707 2.0161 4.0937
C -3.4092 1.4438 3.7850
C -3.6637 0.9696 2.5021
C -2.6799 1.0615 1.5147
H -0.3502 3.9207 -1.0144
H -0.7761 4.1781 0.7030
H -1.9762 3.5119 -0.4434
H 1.4290 3.2580 1.4528
H 1.8681 1.5425 1.5213
H 1.8876 2.3815 -0.0633
H -0.2050 2.5652 3.3305
H -1.9907 2.4143 5.0997
H -4.1933 1.3545 4.5649
H -4.6367 0.5354 2.2332
H -2.8723 0.6820 0.5179
*
```

**Frontier orbital gap (alpha / beta)**: 0.2926 / 0.2240 Eh
**Maximum force**: 3.702 eV Å⁻¹
**Relative energy (zero: lowest compared OMol25 entry of this formula, charge and spin)**: 0.000 eV
**⟨S²⟩**: 6.0179
**LUMO energy (alpha / beta)**: 0.7 / -3.1 eV

***

No. 3
Computed, not measured: C21H26AsCl5GaO7SSi as an isolated structure, with ωB97M-V/def2-TZVPD.

```
! RIJCOSX wB97M-V def2-TZVPD def2/J DEFGRID3
* xyz -1 1
Ga -0.1732 -0.7739 -0.0324
Cl 6.4603 0.9738 -2.4976
C 4.9440 0.8004 -1.6884
C 4.2950 -0.4294 -1.6616
Cl 5.0076 -1.7986 -2.4319
C 3.0795 -0.5629 -1.0071
Cl 2.2789 -2.0907 -0.9237
C 2.4532 0.5198 -0.3621
O 1.3229 0.4160 0.2596
C 3.1360 1.7524 -0.3995
Cl 2.3927 3.0860 0.3942
C 4.3547 1.8884 -1.0458
Cl 5.1517 3.4192 -1.0575
O -0.1064 -2.6486 -3.4763
As -1.6118 -2.4407 -2.5796
O -2.5495 -3.7445 -2.8724
O -1.2026 -2.1461 -0.9775
C -2.4671 -0.8765 -3.3559
C -3.5306 -1.1831 -4.1970
C -4.2516 -0.1739 -4.8213
C -3.9167 1.1537 -4.6087
C -2.8624 1.4752 -3.7663
C -2.1482 0.4636 -3.1425
S -0.8341 0.9463 -2.0505
O -0.4835 2.2947 -2.3778
O 0.2063 -0.0768 -2.1972
O -1.3760 0.7620 -0.6625
H -0.2020 -3.5046 -3.9146
H -3.7862 -2.2261 -4.3384
H -5.0766 -0.4295 -5.4743
H -4.4736 1.9434 -5.0966
H -2.5747 2.5022 -3.5911
C 1.0334 -1.3412 3.1821
Si -0.5182 -1.7009 2.1608
C -0.7445 -3.6046 2.1628
C -2.1423 -4.0398 1.7126
C 0.2833 -4.2171 1.2057
C -0.4759 -4.1618 3.5684
C -1.9758 -0.7226 2.9367
C -1.4842 0.7177 3.1330
C -2.4068 -1.2817 4.2954
C -3.1891 -0.6843 2.0009
H 0.8895 -1.5139 4.2513
H 1.3516 -0.3087 3.0350
H 1.8543 -1.9803 2.8454
H -2.3912 -3.6412 0.7284
H -2.9112 -3.7254 2.4219
H -2.1826 -5.1345 1.6525
H 0.0802 -3.9250 0.1738
H 0.2323 -5.3114 1.2635
H 1.3052 -3.9204 1.4585
H -1.1471 -3.7428 4.3189
H 0.5490 -3.9698 3.8907
H -0.6228 -5.2490 3.5638
H -0.6474 0.7711 3.8310
H -2.2966 1.3332 3.5381
H -1.1666 1.1736 2.1906
H -1.5707 -1.3402 4.9976
H -2.8416 -2.2780 4.2050
H -3.1685 -0.6305 4.7420
H -2.9380 -0.2694 1.0232
H -3.9705 -0.0489 2.4380
H -3.6166 -1.6738 1.8406
*
```

**Frontier orbital gap**: 0.3030 Eh
**Maximum force**: 0.556 eV Å⁻¹
**Relative energy (zero: lowest compared OMol25 entry of this formula, charge and spin)**: 0.000 eV
**LUMO energy**: 2.4 eV

***

No. 4
Computed, not measured: one molecule with the formula C6H8N2O2S at a distorted geometry, with ωB97M-V/def2-TZVPD.

```
! RIJCOSX wB97M-V def2-TZVPD def2/J DEFGRID3
* xyz 0 1
C 0.8592 -0.7276 -1.1147
C 2.0019 -0.2827 -1.9697
C 0.3347 0.0293 -0.1546
C 0.5833 1.7413 1.4917
C 2.7983 0.7493 -1.5911
C -2.7610 -0.5005 0.1422
N -1.1340 0.2312 2.0924
N -0.3011 1.3387 2.2200
O -0.9404 -2.0825 1.1693
O 1.4319 2.4206 1.0736
S -0.9798 -0.7361 0.6831
H 0.5267 -1.7889 -1.5567
H 2.0084 -0.9113 -2.8925
H 3.6388 0.9093 -2.2313
H 2.7692 1.1646 -0.6030
H -3.2511 -1.5448 0.0074
H -2.8462 0.2578 -0.6523
H -3.3539 0.0325 0.9668
H -1.3849 -0.3001 2.9194
*
```

**Frontier orbital gap**: 0.3185 Eh
**SMILES string**: C=CC=C=[S@@](C)(=O)NN=C=O
**Maximum force**: 3.153 eV Å⁻¹
**Relative energy (zero: lowest compared OMol25 entry of this formula, charge and spin)**: 7.666 eV
**LUMO energy**: -0.2 eV

***

No. 5
Computed, not measured: a 13-piece molecular cluster, C56H91F9O36 overall at a distorted geometry, with ωB97M-V/def2-TZVPD.

```
! RIJCOSX wB97M-V def2-TZVPD def2/J DEFGRID3
* xyz 0 1
C 6.5663 17.1429 18.6739
O 7.1299 16.8334 19.9135
C 6.7721 17.5838 21.0041
C 7.2712 19.0834 20.9176
O 7.6078 19.5917 22.1466
C 8.6200 20.5960 22.1371
C 8.2787 21.9383 21.5538
O 9.4568 22.7968 21.5776
C 9.0466 23.9730 21.0399
H 7.0213 18.0787 18.3495
H 5.4763 17.1466 18.6731
H 6.9512 16.3991 17.9762
H 7.0581 17.1235 21.9499
H 5.6866 17.5954 21.1023
H 6.4322 19.5915 20.4422
H 8.0887 19.0688 20.1967
H 9.5947 20.2230 21.8227
H 8.7448 20.7897 23.2025
H 7.3737 22.2326 22.0853
H 7.9305 21.7827 20.5327
H 8.0188 24.2817 21.2307
H 9.1943 24.0514 19.9628
H 9.6922 24.7288 21.4871
C -1.3183 15.3871 20.0027
O -1.1988 16.5079 20.9386
C -2.3678 17.3220 21.1206
C -2.2104 18.1769 22.3347
O -2.4628 17.4545 23.5211
C -1.5568 16.4337 23.8802
C -0.0852 16.8546 24.2056
O -0.0659 17.6978 25.3703
C 1.2872 18.0240 25.8255
H -2.0328 14.6353 20.3379
H -0.3574 14.8727 19.9851
H -1.4442 15.7242 18.9738
H -3.2450 16.6784 21.1876
H -2.5765 17.9527 20.2564
H -2.9308 18.9941 22.2984
H -1.2254 18.6384 22.2634
H -1.5489 15.5980 23.1805
H -1.9797 16.0699 24.8166
H 0.2701 17.4596 23.3714
H 0.5252 15.9557 24.2925
H 1.3174 18.6043 26.7477
H 1.8381 18.5341 25.0353
H 1.8843 17.1413 26.0541
C 1.8199 16.0673 14.5575
C 1.5223 17.3145 15.4126
O 1.4512 18.4357 14.5033
C 1.1799 19.6756 14.9170
O 0.8810 19.9628 16.0576
C 1.1806 20.7488 13.7832
F 1.4522 20.2284 12.5844
F 0.0074 21.3767 13.8329
F 2.0556 21.6852 14.0668
H 1.0952 15.9139 13.7579
H 1.8574 15.1499 15.1449
H 2.7293 16.2582 13.9878
H 2.3533 17.5054 16.0916
H 0.6614 17.1176 16.0516
C -4.1073 22.4704 23.9030
C -3.9368 21.5575 22.7062
O -3.8092 22.3350 21.5423
C -3.6731 21.6863 20.3897
O -3.8054 20.4792 20.2831
C -3.3258 22.5215 19.1497
F -4.3780 22.4839 18.2983
F -3.0942 23.8021 19.4617
F -2.2285 22.0635 18.5465
H -3.1741 23.0198 24.0270
H -4.4714 21.9625 24.7960
H -4.8423 23.2614 23.7543
H -4.7598 20.8435 22.6767
H -2.9961 21.0937 23.0029
C -2.8943 24.4070 11.7734
C -1.9607 24.9683 12.8430
O -2.1405 24.2768 14.0240
C -1.1228 24.3851 14.9708
O 0.0049 24.9811 14.8638
C -1.4287 23.6670 16.2772
F -0.3163 23.1805 16.8841
F -2.0119 24.5940 17.0706
F -2.2248 22.6429 16.0796
H -2.8558 25.0201 10.8730
H -3.9409 24.6591 11.9446
H -2.6441 23.3876 11.4796
H -2.0976 26.0297 13.0498
H -0.9393 24.9092 12.4671
C 0.2267 19.8943 19.5438
C 1.1505 18.8883 20.1506
C 2.1028 18.3239 19.1947
O 3.3310 18.4928 19.8770
C 3.2112 19.2826 20.8633
O 4.1766 19.7880 21.4478
O 1.9269 19.7377 20.9408
H -0.2633 20.4579 20.3377
H -0.5412 19.4644 18.9007
H 0.7559 20.6149 18.9203
H 0.5198 18.1704 20.6747
H 2.1535 18.8578 18.2458
H 1.9753 17.2489 19.0678
C 3.6015 25.4846 23.0211
C 3.3144 26.7290 22.1411
C 3.3912 28.0575 22.8407
O 3.8384 28.9412 21.7719
C 4.5311 28.1714 20.9236
O 5.3088 28.6774 20.0690
O 4.3003 26.9008 21.2019
H 3.7059 24.6226 22.3622
H 2.7950 25.3950 23.7489
H 4.5553 25.5159 23.5477
H 2.3524 26.6082 21.6429
H 3.9771 28.1453 23.7557
H 2.3927 28.4192 23.0865
C 2.7933 14.6421 18.9183
C 3.1021 14.5482 20.3997
C 4.5979 14.7123 20.7239
O 4.5815 15.6131 21.8338
C 3.3291 16.0714 22.0515
O 3.0435 16.7702 22.9782
O 2.4961 15.6450 21.0919
H 3.3075 15.4841 18.4550
H 1.7107 14.6738 18.7955
H 3.1605 13.7167 18.4745
H 2.6374 13.6715 20.8509
H 5.2564 15.1442 19.9703
H 5.0596 13.8490 21.2029
C 1.9987 22.5471 24.9099
C 1.5056 22.0297 23.5192
C 0.3576 21.0665 23.5644
O -0.6305 21.6043 22.7748
C -0.3278 22.8712 22.3881
O -1.0262 23.5406 21.6695
O 0.8515 23.1522 22.8766
H 2.4460 21.7150 25.4536
H 1.1506 22.8673 25.5153
H 2.6943 23.3856 24.9421
H 2.2313 21.6180 22.8179
H 0.0429 20.9168 24.5972
H 0.6598 20.0701 23.2422
C 5.6951 21.3937 24.9169
C 5.3406 19.8732 24.9253
C 6.6232 19.0159 25.1084
O 6.2295 18.2584 26.2317
C 5.1072 18.6502 26.7921
O 4.5912 18.0854 27.7939
O 4.5649 19.6911 26.1087
H 6.3404 21.7745 24.1252
H 6.1586 21.7259 25.8458
H 4.7849 21.9906 24.9753
H 4.8282 19.6034 24.0018
H 7.5206 19.6252 25.2163
H 6.7502 18.4080 24.2126
C 5.9105 21.1269 13.4693
C 5.0857 20.1851 14.4166
C 5.7516 18.8659 14.7902
O 5.4622 18.7783 16.2197
C 5.0167 19.9185 16.6527
O 4.8089 20.1687 17.8236
O 4.9466 20.8208 15.6800
H 5.5068 22.1334 13.5793
H 5.7962 20.7568 12.4504
H 6.9753 21.1100 13.7017
H 4.1288 19.9180 13.9682
H 6.7988 18.8387 14.4892
H 5.3751 17.9578 14.3194
C 5.4296 24.0303 18.9285
C 3.9809 23.5129 18.6967
C 3.1414 23.0852 19.8575
O 1.9624 23.8612 19.6893
C 2.1263 24.8091 18.7179
O 1.3190 25.7404 18.5340
O 3.2905 24.6497 18.2304
H 5.9992 24.3367 18.0512
H 5.9799 23.2648 19.4757
H 5.2907 24.8787 19.5985
H 4.0226 22.7434 17.9259
H 3.6182 23.2480 20.8241
H 3.0408 22.0003 19.8906
C -2.5521 19.5233 14.3799
C -2.4347 18.7289 15.6640
C -3.7098 18.2234 16.2554
O -3.3352 16.9434 16.6482
C -2.0693 16.6426 16.1707
O -1.4224 15.6220 16.4497
O -1.6258 17.6137 15.5038
H -3.2445 19.1823 13.6102
H -1.5575 19.6098 13.9423
H -2.8939 20.5197 14.6596
H -1.9234 19.3402 16.4077
H -4.5970 18.1987 15.6227
H -3.9600 18.7902 17.1522
*
```

**Frontier orbital gap**: 0.3356 Eh
**Maximum force**: 6.114 eV Å⁻¹
**Relative energy (zero: lowest compared OMol25 entry of this formula, charge and spin)**: 4.016 eV
**LUMO energy**: -0.1 eV